Version P
This record from the Open Molecules 2025 dataset describes an isolated molecule of C4H8O2. The level of theory is ωB97M-V/def2-TZVPD.

SMILES: CC1OCCO1
LUMO level in eV: 1.0
Spin multiplicity: 1

Bonds (Å) are listed after each position.
Cartesian coordinates (Å):
1 C 1.657 0.469 -0.315  C2 1.520, H7 1.094, H8 1.094, H9 1.095
2 C 0.549 0.480 0.725  C1 1.520, O3 1.409, O6 1.409, H10 1.094
3 O 0.116 -0.819 1.056  C2 1.409, C4 1.415
4 C -0.932 -1.144 0.162  O3 1.415, C5 1.545, H11 1.094, H12 1.099
5 C -1.426 0.222 -0.364  C4 1.545, O6 1.416, H13 1.098, H14 1.093
6 O -0.593 1.172 0.276  C2 1.409, C5 1.416
7 H 1.941 1.496 -0.564  C1 1.094
8 H 2.531 -0.055 0.080  C1 1.094
9 H 1.336 -0.035 -1.234  C1 1.095
10 H 0.888 0.958 1.649  C2 1.094
11 H -1.695 -1.690 0.724  C4 1.094
12 H -0.571 -1.787 -0.653  C4 1.099
13 H -1.338 0.296 -1.456  C5 1.098
14 H -2.461 0.438 -0.086  C5 1.093

---

Version Q
This record from the Open Molecules 2025 dataset describes a 2-piece molecular cluster, C4H8O2 overall. The level of theory is ωB97M-V/def2-TZVPD.

SMILES: C/C=C/O.C=O
LUMO level in eV: 0.6
Spin multiplicity: 1

Bonds (Å) are listed after each position.
Cartesian coordinates (Å):
1 C 1.632 -1.175 0.733  C2 1.505, H5 1.095, H6 1.095, H7 1.097
2 C 0.822 -0.185 -0.060  C1 1.505, C3 1.335, H8 1.090
3 C 0.568 1.039 0.409  C2 1.335, O4 1.353, H9 1.089
4 O -0.050 2.067 -0.218  C3 1.353, H10 0.970
5 H 2.303 -1.740 0.078  C1 1.095
6 H 2.258 -0.649 1.463  C1 1.095
7 H 1.024 -1.905 1.282  C1 1.097
8 H 0.502 -0.462 -1.065  C2 1.090
9 H 0.859 1.325 1.418  C3 1.089
10 H -0.370 1.770 -1.085  O4 0.970
11 C -2.390 -0.024 -0.729  O12 1.208, H13 1.105, H14 1.106
12 O -2.009 0.634 -1.667  C11 1.208
13 H -2.375 0.356 0.309  C11 1.105
14 H -2.775 -1.052 -0.868  C11 1.106

---

Version R
This record from the Open Molecules 2025 dataset describes an isolated molecule of C4H8O2. The level of theory is ωB97M-V/def2-TZVPD.

LUMO level in eV: -3.1
Spin multiplicity: 1

Bonds (Å) are listed after each position.
Cartesian coordinates (Å):
1 O 0.372 1.814 1.263  C2 1.553, H14 0.999
2 C 0.523 0.273 1.387  O1 1.553, C3 1.430, H7 1.097, H8 1.110
3 C 1.012 -0.505 0.291  C2 1.430, C4 1.552, H9 1.121
4 C 0.194 -0.446 -1.026  C3 1.552, C5 1.565, H10 1.107, H11 1.115
5 C -1.350 -0.197 -0.964  C4 1.565, O6 1.389, H12 1.085, H13 1.102
6 O -1.880 -0.391 -2.234  C5 1.389
7 H 1.234 0.305 2.221  C2 1.097
8 H -0.512 0.021 1.698  C2 1.110
9 H 1.683 -1.319 0.672  C3 1.121
10 H 0.156 -1.454 -1.481  C4 1.107
11 H 0.632 0.231 -1.797  C4 1.115
12 H -1.530 -0.921 -0.176  C5 1.085
13 H -1.662 0.733 -0.464  C5 1.102
14 H 1.126 1.857 0.608  O1 0.999

---

Version S
This record from the Open Molecules 2025 dataset describes an isolated molecule of C4H8O2. The level of theory is ωB97M-V/def2-TZVPD.

LUMO level in eV: 0.8
Spin multiplicity: 1

Bonds (Å) are listed after each position.
Cartesian coordinates (Å):
1 C 1.783 -0.800 0.901  C2 1.513, H7 1.094, H8 1.094, H9 1.095
2 C 0.701 -0.551 -0.127  C1 1.513, O3 1.435, H10 1.092, H11 1.101
3 O -0.511 -0.269 0.586  C2 1.435, C4 1.359
4 C -1.623 -0.065 -0.169  O3 1.359, O6 1.471, H12 1.092, H13 1.098
5 C -0.780 2.037 -0.849  O6 1.300, H14 1.118
6 O -1.838 1.325 -0.597  C4 1.471, C5 1.300
7 H 1.557 -1.681 1.509  C1 1.094
8 H 1.871 0.066 1.564  C1 1.094
9 H 2.745 -0.953 0.402  C1 1.095
10 H 0.944 0.307 -0.759  C2 1.092
11 H 0.540 -1.437 -0.761  C2 1.101
12 H -2.504 -0.273 0.441  C4 1.092
13 H -1.636 -0.657 -1.094  C4 1.098
14 H -1.232 3.017 -1.140  C5 1.118

---

Which structure is most stable, and how do the rest compare? From most to least stable: version P, version Q, version S, version R.

---

Version P
This record from the Open Molecules 2025 dataset describes a 3-piece molecular cluster, C3H14N2O2 overall. The level of theory is ωB97M-V/def2-TZVPD.

SMILES: NCCCN.O.O
LUMO level in eV: 0.8
Spin multiplicity: 1

Bonds (Å) are listed after each position.
Cartesian coordinates (Å):
1 N 0.586 -0.843 -0.189  C2 1.485, H6 1.022, H7 1.025
2 C 0.583 0.352 0.692  N1 1.485, C3 1.497, H8 1.111, H9 1.088
3 C -0.583 1.282 0.571  C2 1.497, C4 1.531, H10 1.095, H11 1.085
4 C -0.208 2.756 0.749  C3 1.531, N5 1.492, H12 1.098, H13 1.104
5 N -1.420 3.604 0.553  C4 1.492, H14 1.018, H15 1.013
6 H -0.351 -1.224 -0.042  N1 1.022
7 H 0.587 -0.637 -1.193  N1 1.025
8 H 1.497 0.854 0.309  C2 1.111
9 H 0.882 0.074 1.701  C2 1.088
10 H -0.823 1.261 -0.497  C3 1.095
11 H -1.456 1.106 1.190  C3 1.085
12 H 0.554 3.029 0.008  C4 1.098
13 H 0.213 2.847 1.765  C4 1.104
14 H -1.044 4.539 0.408  N5 1.018
15 H -1.997 3.371 -0.246  N5 1.013
16 O 1.287 -2.792 -2.578  H17 0.962, H18 0.965
17 H 1.377 -2.609 -3.517  O16 0.962
18 H 2.061 -3.346 -2.416  O16 0.965
19 O -0.475 -4.822 0.601  H20 0.971, H21 0.964
20 H -1.047 -4.037 0.600  O19 0.971
21 H -0.221 -4.765 1.529  O19 0.964

---

Version Q
This record from the Open Molecules 2025 dataset describes a 3-piece molecular cluster, C3H14N2O2 overall. The level of theory is ωB97M-V/def2-TZVPD.

SMILES: C[C@H](N)CN.O.O
LUMO level in eV: 0.9
Spin multiplicity: 1

Bonds (Å) are listed after each position.
Cartesian coordinates (Å):
1 C -0.448 -1.626 1.306  C2 1.536, H6 1.095, H7 1.088, H8 1.092
2 C -0.911 -0.507 0.361  C1 1.536, N3 1.461, C4 1.570, H9 1.101
3 N 0.262 0.109 -0.254  C2 1.461, H10 1.006, H11 1.002
4 C -1.542 0.586 1.293  C2 1.570, N5 1.502, H12 1.094, H13 1.098
5 N -2.353 1.665 0.634  C4 1.502, H14 1.021, H15 1.022
6 H -1.320 -1.940 1.887  C1 1.095
7 H -0.023 -2.399 0.668  C1 1.088
8 H 0.266 -1.282 2.057  C1 1.092
9 H -1.671 -0.727 -0.405  C2 1.101
10 H 0.831 -0.630 -0.632  N3 1.006
11 H 0.004 0.770 -0.963  N3 1.002
12 H -0.643 1.094 1.656  C4 1.094
13 H -2.082 0.137 2.138  C4 1.098
14 H -3.307 1.587 0.990  N5 1.021
15 H -2.144 2.500 1.183  N5 1.022
16 O 6.250 -1.755 -0.789  H17 0.954, H18 0.964
17 H 5.844 -1.179 -0.145  O16 0.954
18 H 6.779 -1.217 -1.388  O16 0.964
19 O -2.080 1.337 -2.171  H20 0.961, H21 0.989
20 H -2.260 1.973 -2.869  O19 0.961
21 H -1.978 1.909 -1.370  O19 0.989

---

Which structure is most stable, and how do the rest compare? From most to least stable: version Q, version P.

---

Version P
This record from the Open Molecules 2025 dataset describes a 3-piece molecular cluster, C3H14N2O2 overall. The level of theory is ωB97M-V/def2-TZVPD.

SMILES: NCCCN.O.O
LUMO level in eV: 0.8
Spin multiplicity: 1

Bonds (Å) are listed after each position.
Cartesian coordinates (Å):
1 N 0.047 -3.139 0.213  C2 1.449, H6 1.015, H7 1.012
2 C -0.437 -2.008 -0.554  N1 1.449, C3 1.521, H8 1.091, H9 1.047
3 C -0.655 -0.727 0.237  C2 1.521, C4 1.526, H10 1.092, H11 1.090
4 C -1.277 0.391 -0.595  C3 1.526, N5 1.486, H12 1.090, H13 1.096
5 N -1.418 1.653 0.176  C4 1.486, H14 1.008, H15 1.011
6 H -0.592 -3.388 0.960  N1 1.015
7 H 0.911 -2.922 0.694  N1 1.012
8 H 0.307 -1.822 -1.330  C2 1.091
9 H -1.343 -2.194 -1.045  C2 1.047
10 H 0.242 -0.204 0.572  C3 1.092
11 H -1.212 -0.909 1.156  C3 1.090
12 H -0.558 0.649 -1.373  C4 1.090
13 H -2.219 0.130 -1.092  C4 1.096
14 H -2.060 1.625 0.953  N5 1.008
15 H -1.742 2.336 -0.495  N5 1.011
16 O 1.128 2.173 1.340  H17 0.961, H18 0.985
17 H 1.086 2.874 1.996  O16 0.961
18 H 0.192 1.884 1.238  O16 0.985
19 O 2.116 0.932 -1.061  H20 0.969, H21 0.975
20 H 2.986 1.252 -1.341  O19 0.969
21 H 1.873 1.597 -0.391  O19 0.975

---

Version Q
This record from the Open Molecules 2025 dataset describes a 3-piece molecular cluster, C3H14N2O2 overall. The level of theory is ωB97M-V/def2-TZVPD.

SMILES: C[C@@H](N)CN.O.O
LUMO level in eV: 0.8
Spin multiplicity: 1

Bonds (Å) are listed after each position.
Cartesian coordinates (Å):
1 C -0.898 2.640 0.692  C2 1.518, H6 1.087, H7 1.088, H8 1.089
2 C -0.855 1.135 0.879  C1 1.518, N3 1.445, C4 1.552, H9 1.098
3 N -0.513 0.708 2.216  C2 1.445, H10 1.000, H11 1.006
4 C -2.115 0.379 0.377  C2 1.552, N5 1.494, H12 1.097, H13 1.085
5 N -1.908 -1.098 0.464  C4 1.494, H14 0.998, H15 0.964
6 H -1.483 3.122 1.470  C1 1.087
7 H -1.315 2.853 -0.291  C1 1.088
8 H 0.146 2.948 0.678  C1 1.089
9 H -0.096 0.738 0.193  C2 1.098
10 H -0.532 -0.228 2.567  N3 1.000
11 H -0.712 1.349 2.966  N3 1.006
12 H -2.941 0.582 1.068  C4 1.097
13 H -2.310 0.711 -0.637  C4 1.085
14 H -1.568 -1.242 1.391  N5 0.998
15 H -2.678 -1.499 0.043  N5 0.964
16 O 2.661 -0.204 -1.851  H17 0.964, H18 0.959
17 H 3.362 -0.574 -2.399  O16 0.964
18 H 2.987 0.629 -1.505  O16 0.959
19 O 3.944 -4.225 -2.890  H20 0.959, H21 0.963
20 H 3.221 -3.618 -2.724  O19 0.959
21 H 3.602 -5.106 -2.705  O19 0.963

---

Version R
This record from the Open Molecules 2025 dataset describes a 3-piece molecular cluster, C3H14N2O2 overall. The level of theory is ωB97M-V/def2-TZVPD.

SMILES: CCNCN.O.O
LUMO level in eV: 0.5
Spin multiplicity: 1

Bonds (Å) are listed after each position.
Cartesian coordinates (Å):
1 C 0.100 -2.071 2.208  C2 1.534, H6 1.104, H7 1.112, H8 1.125
2 C -0.724 -0.981 1.511  C1 1.534, N3 1.466, H9 1.114, H10 1.078
3 N 0.029 -0.117 0.597  C2 1.466, C4 1.476, H11 0.996
4 C -0.326 1.314 0.667  N3 1.476, N5 1.440, H12 1.088, H13 1.154
5 N -0.548 1.903 -0.627  C4 1.440, H14 1.060, H15 1.029
6 H -0.302 -2.223 3.225  C1 1.104
7 H 1.081 -1.560 2.318  C1 1.112
8 H 0.336 -3.050 1.705  C1 1.125
9 H -1.644 -1.348 1.003  C2 1.114
10 H -1.294 -0.419 2.235  C2 1.078
11 H 0.622 -0.356 -0.167  N3 0.996
12 H 0.347 1.935 1.254  C4 1.088
13 H -1.241 1.583 1.319  C4 1.154
14 H 0.345 2.032 -1.186  N5 1.060
15 H -1.096 1.323 -1.277  N5 1.029
16 O -0.172 -0.941 -2.476  H17 0.949, H18 0.951
17 H -0.148 -0.188 -1.898  O16 0.949
18 H -0.241 -1.736 -1.960  O16 0.951
19 O 1.187 1.444 -2.879  H20 0.971, H21 0.986
20 H 2.037 1.162 -2.502  O19 0.971
21 H 1.651 2.293 -3.068  O19 0.986

---

Version S
This record from the Open Molecules 2025 dataset describes a 3-piece molecular cluster, C3H14N2O2 overall. The level of theory is ωB97M-V/def2-TZVPD.

SMILES: NCCCN.O.O
LUMO level in eV: 0.9
Spin multiplicity: 1

Bonds (Å) are listed after each position.
Cartesian coordinates (Å):
1 N 0.382 0.262 2.347  C2 1.486, H6 1.022, H7 0.995
2 C 1.096 0.327 1.045  N1 1.486, C3 1.541, H8 1.107, H9 1.082
3 C 0.171 0.933 -0.029  C2 1.541, C4 1.514, H10 1.141, H11 1.059
4 C 0.785 0.903 -1.413  C3 1.514, N5 1.466, H12 1.151, H13 1.127
5 N -0.176 1.378 -2.413  C4 1.466, H14 1.036, H15 1.020
6 H 0.010 1.175 2.615  N1 1.022
7 H 1.035 0.027 3.060  N1 0.995
8 H 1.389 -0.699 0.752  C2 1.107
9 H 1.966 0.965 1.117  C2 1.082
10 H -0.818 0.365 -0.075  C3 1.141
11 H -0.097 1.938 0.169  C3 1.059
12 H 1.093 -0.181 -1.645  C4 1.151
13 H 1.712 1.542 -1.452  C4 1.127
14 H 0.277 1.370 -3.345  N5 1.036
15 H -0.965 0.735 -2.466  N5 1.020
16 O -1.258 -1.830 1.445  H17 0.952, H18 0.944
17 H -0.787 -1.115 1.862  O16 0.952
18 H -1.990 -2.083 1.985  O16 0.944
19 O -1.262 -1.653 -1.404  H20 0.992, H21 0.985
20 H -1.333 -2.587 -1.730  O19 0.992
21 H -1.228 -1.771 -0.427  O19 0.985

---

Which structure is most stable, and how do the rest compare? From most to least stable: version S, version P, version Q, version R.